{
  "formula": "C27H36BrLaN9O2",
  "method": "ωB97M-V/def2-TZVPD",
  "lumo_ev": -2.81,
  "fmax_ev_per_a": 2.80,
  "e_above_lowest_kj_mol": 42.6,
  "charge": 1,
  "molar_mass_g_mol": 737.46,
  "homo_lumo_gap_ev": 7.14,
  "multiplicity": 1,
  "homo_energy_ev": -9.954,
  "symbols": ["La", "Br", "O", "O", "N", "N", "N", "N", "N", "N", "N", "N", "N", "C", "C", "C", "C", "C", "C", "C", "C", "C", "C", "C", "C", "C", "C", "C", "C", "C", "C", "C", "C", "C", "C", "C", "C", "C", "C", "C", "H", "H", "H", "H", "H", "H", "H", "H", "H", "H", "H", "H", "H", "H", "H", "H", "H", "H", "H", "H", "H", "H", "H", "H", "H", "H", "H", "H", "H", "H", "H", "H", "H", "H", "H", "H"],
  "coordinates": [[0.00385, 0.06201, 0.19252], [7.10843, 3.49419, 0.32244], [0.21614, -1.92972, 0.83371], [1.34179, 1.95089, -0.50337], [-2.92185, -0.62017, -0.36061], [-0.02762, -1.05208, -2.35325], [1.83604, 0.26116, 2.16070], [-4.57361, -3.36474, -2.05427], [-0.34930, 2.24863, 2.26169], [-1.55373, 2.19575, -0.49476], [-5.45031, -1.40521, -1.23241], [2.24398, -0.59148, -0.99362], [-1.55144, -0.28663, 2.39418], [-0.69834, 3.43019, 1.46268], [-1.28265, -2.30148, -3.97272], [2.58749, 2.25426, -0.36330], [1.60998, 1.13190, 3.32285], [-0.38597, -3.33279, -3.93164], [2.98207, 3.59655, -0.10680], [1.72046, -4.25692, -2.99645], [-3.99181, 0.17686, -0.22774], [5.29859, 2.98911, 0.03001], [-0.29209, -3.20176, 0.60211], [4.98656, 1.69484, -0.27851], [2.80687, -4.08598, -2.18629], [4.28875, 3.95482, 0.10344], [-3.12444, -1.80355, -0.91385], [3.00654, -2.87795, -1.49565], [0.75599, -3.23133, -3.10768], [0.98005, 2.44145, 2.86617], [-1.34923, 1.98309, 3.31048], [-5.24429, -0.23245, -0.64586], [0.91779, -2.03554, -2.36563], [-1.06823, -1.18703, -3.14465], [3.64836, 1.29772, -0.47216], [-1.87941, 3.21009, 0.52832], [-2.29435, 0.82124, 2.99750], [3.40329, -0.04022, -0.93367], [-4.39061, -2.19454, -1.39900], [2.10468, -1.84569, -1.59746], [-2.80551, 0.53887, 3.92338], [0.95349, 0.61500, 4.02511], [-3.84672, 1.14745, 0.22403], [0.32448, -3.97463, 1.08024], [-0.82670, 1.74375, 4.23756], [-0.52492, -4.22331, -4.53297], [2.20476, 4.35108, -0.07981], [-0.92142, 4.29284, 2.10610], [2.53628, 1.36325, 3.85516], [-5.51644, -3.62637, -2.28550], [-0.81086, 2.57963, -1.07745], [-2.35670, 2.07306, -1.10181], [2.66072, 0.58776, 1.66137], [2.02422, -0.69252, 2.44949], [3.87755, -2.76726, -0.86228], [-1.79048, -0.37770, -3.13681], [-0.90144, -0.68356, 3.06724], [-0.32689, -3.46384, -0.46807], [3.53700, -4.87759, -2.08341], [5.77343, 0.95568, -0.37265], [-2.13545, 4.17394, 0.07917], [0.93173, 3.13810, 3.71407], [4.27801, -0.56969, -1.32412], [-2.28447, -2.48619, -0.96101], [-1.94851, 2.87818, 3.51080], [-2.75307, 2.88200, 1.09429], [4.54959, 4.98333, 0.31522], [-3.06732, 1.12835, 2.29443], [-2.18313, -1.04317, 2.15307], [0.16555, 3.67429, 0.84595], [-1.31364, -3.32350, 0.99885], [-3.85980, -4.06995, -2.06665], [1.63679, 2.88173, 2.11426], [-6.11965, 0.38888, -0.49843], [-2.15844, -2.33864, -4.60631], [1.57951, -5.17674, -3.54998]],
  "forces_ev_per_a": [[-0.722, 2.674, -0.377], [-0.192, -0.046, -0.023], [-0.076, -2.593, 0.321], [0.128, 0.283, 0.074], [-0.056, -0.270, -0.104], [-0.161, -0.021, -0.159], [0.151, 0.044, 0.113], [0.032, -0.060, -0.084], [0.062, 0.125, -0.031], [-0.194, 0.459, -0.133], [0.036, -0.085, -0.127], [0.353, 0.050, 0.184], [-0.181, -0.079, 0.345], [-0.143, -0.028, -0.120], [-0.027, -0.162, -0.097], [0.432, 0.129, -0.108], [-0.133, 0.189, -0.116], [-0.040, 0.083, 0.000], [-0.149, -0.027, 0.018], [0.101, -0.091, 0.025], [-0.032, 0.109, -0.030], [0.264, 0.061, 0.048], [0.229, -0.467, 0.347], [-0.027, -0.054, -0.014], [-0.069, -0.114, -0.124], [0.052, -0.073, -0.014], [0.053, -0.046, 0.122], [-0.103, 0.247, 0.083], [-0.011, 0.246, 0.112], [0.078, -0.155, 0.030], [-0.129, -0.214, -0.104], [0.047, -0.095, 0.023], [0.133, -0.233, -0.044], [0.130, 0.089, 0.034], [-0.198, 0.312, 0.122], [0.134, 0.009, 0.133], [0.074, 0.132, -0.011], [-0.123, -0.143, -0.219], [-0.093, 0.180, 0.208], [0.125, -0.427, -0.172], [-0.028, 0.015, -0.011], [0.033, -0.035, 0.012], [-0.009, -0.004, 0.018], [-0.059, -0.004, -0.014], [0.019, 0.038, 0.016], [-0.028, 0.005, 0.004], [0.003, -0.008, 0.002], [0.041, 0.003, 0.023], [-0.011, -0.037, 0.046], [0.001, -0.037, 0.028], [0.076, -0.008, -0.001], [0.000, -0.032, -0.048], [0.052, -0.045, -0.003], [0.013, -0.049, -0.035], [0.004, 0.022, -0.010], [-0.035, -0.020, 0.033], [0.030, -0.029, -0.024], [0.020, 0.067, 0.006], [-0.011, -0.004, 0.001], [0.002, 0.011, -0.029], [-0.018, -0.004, 0.007], [0.012, 0.034, -0.020], [-0.015, -0.040, -0.004], [0.021, 0.037, -0.125], [0.047, 0.033, 0.060], [-0.023, -0.017, -0.035], [-0.021, 0.004, -0.009], [0.011, -0.015, -0.044], [0.011, -0.017, -0.027], [0.027, 0.037, 0.036], [0.040, 0.009, 0.009], [-0.010, 0.009, 0.015], [-0.027, 0.045, -0.001], [0.055, 0.066, -0.003], [0.018, 0.018, 0.000], [0.003, 0.014, -0.006]]
}